# 1
117
Properties=species:S:1:pos:R:3:forces:R:3:mulliken_charge:R:1 method="wB97M-V/def2-TZVPD" de_lowest_kcal_mol=8.5 total_charge=0 spin_multiplicity=2 fmax_ev_per_a=1.23
Mn -0.711249 0.000118 0.945462 -0.75 -0.77 0.59 -0.2516
O -0.088573 0.928608 6.372269 -0.22 -0.25 -0.36 -0.6877
C 0.999862 1.478046 5.811582 0.10 -0.02 -0.07 0.6643
C 1.833394 2.230650 6.646146 -0.08 -0.06 -0.04 -0.7277
C 2.974733 2.822492 6.151430 0.08 0.05 -0.03 -0.3579
C 3.326177 2.685004 4.808471 -0.05 -0.03 0.08 -1.3422
C 2.505317 1.946793 3.981894 -0.01 0.04 -0.03 -0.5049
C 1.340886 1.333704 4.453100 -0.08 -0.04 -0.08 -0.3223
C 0.515396 0.586744 3.464092 -0.19 -0.22 0.48 0.1898
O 0.901547 0.522543 2.267435 -0.02 0.31 -0.47 0.5811
N -0.586888 -0.025706 3.925935 0.12 0.09 -0.23 -1.7890
N -1.247748 -0.602103 2.884068 0.49 0.49 -0.09 1.2664
C -2.245957 -1.362040 3.124272 -0.18 -0.18 -0.23 -0.9738
C -2.870517 -2.005192 1.960851 0.19 0.19 0.64 1.0377
C -3.830877 -3.000621 2.111732 -0.12 -0.12 -0.17 -1.2289
C -4.296380 -3.655282 0.984945 -0.01 0.01 0.17 -0.7213
C -3.779910 -3.308124 -0.254497 0.09 0.09 -0.06 -1.2059
C -2.840144 -2.289690 -0.308932 -0.14 -0.05 0.07 -0.9577
N -2.406676 -1.634319 0.763222 0.22 0.29 -0.32 0.7192
H -0.572448 0.427008 5.661825 0.18 0.20 0.14 0.4911
H 1.548983 2.334640 7.684867 0.00 0.00 0.00 0.4470
H 3.599825 3.405519 6.816502 0.00 0.00 0.00 0.3747
H 4.218434 3.157492 4.420903 0.01 0.01 0.00 0.4469
H 2.732040 1.836758 2.928416 0.00 0.00 0.01 0.5968
H -2.585556 -1.565898 4.136242 0.00 0.00 -0.03 0.4598
H -4.187344 -3.257968 3.099914 0.00 0.01 0.01 0.5528
H -5.043385 -4.433295 1.076133 0.01 0.00 -0.02 0.4380
H -4.097898 -3.803135 -1.161196 0.00 0.00 -0.01 0.5667
H -2.409277 -1.982979 -1.250298 0.02 0.01 -0.06 0.7279
N 0.483556 -1.663134 0.544202 -0.17 -0.25 -0.14 0.1058
S 1.500894 -2.210253 1.613464 0.00 0.15 0.40 0.6764
C 1.475796 -3.993122 1.498190 -0.06 -0.02 -0.10 0.4832
C 2.553030 -4.762639 1.918528 -0.03 -0.05 0.01 -0.5592
C 2.443214 -6.143902 1.894985 0.00 0.02 0.00 -0.7373
C 1.267650 -6.746146 1.462884 0.01 -0.02 0.01 -0.5613
C 0.196483 -5.967632 1.053738 -0.01 0.07 -0.02 -0.7043
C 0.294410 -4.581437 1.070103 0.06 -0.12 0.04 -0.3394
C 3.166126 -1.874806 1.070067 0.00 -0.02 -0.10 0.2443
C 3.646473 -2.358333 -0.141549 0.07 0.02 0.00 -0.1336
C 4.889197 -1.942983 -0.586936 -0.01 0.01 0.02 -0.7608
C 5.639544 -1.054128 0.180063 0.00 -0.01 -0.04 -0.4710
C 5.150375 -0.578675 1.385456 -0.08 0.01 0.03 -0.6247
C 3.897235 -0.984103 1.836155 0.12 0.05 -0.03 -0.4735
H 0.568677 -2.143796 -0.342881 0.11 0.06 -0.05 -0.3551
H 3.468935 -4.292311 2.252669 0.00 0.01 0.00 0.4788
H 3.279552 -6.751787 2.213505 0.00 -0.01 0.00 0.4015
H 1.189443 -7.825114 1.447638 0.00 -0.01 0.00 0.3876
H -0.721851 -6.434225 0.722032 0.00 -0.01 0.00 0.4472
H -0.535046 -3.955673 0.763824 -0.01 0.00 0.01 0.1527
H 3.055636 -3.052204 -0.729597 -0.01 0.00 0.01 0.4751
H 5.276968 -2.310419 -1.528107 0.00 0.01 0.00 0.4254
H 6.610114 -0.729574 -0.172077 0.00 0.00 0.00 0.4077
H 5.732218 0.118826 1.973389 0.00 0.00 0.01 0.4586
H 3.481912 -0.593459 2.757429 0.00 0.00 0.00 0.4089
C -0.227164 -1.946769 -5.137552 0.02 0.06 -0.04 -0.8713
C -1.607032 -1.962024 -4.490991 -0.04 -0.04 0.06 -1.0688
C -1.819228 -0.724615 -3.600948 0.03 -0.01 -0.01 -0.8862
C -0.500317 -0.244737 -2.958311 0.03 -0.03 -0.13 1.1674
C 0.419142 -1.449857 -2.732941 -0.08 -0.08 0.02 -0.0809
C 0.875189 -2.046638 -4.070576 0.00 0.03 -0.01 -1.2460
P -0.688283 0.778621 -1.416914 0.52 0.08 0.37 -0.4211
C 0.807702 1.897138 -1.466610 -0.01 0.15 -0.13 0.2469
C 1.978478 1.367963 -0.618482 0.00 -0.03 0.00 1.6692
C 3.222318 2.214722 -0.867001 -0.02 -0.01 -0.03 -1.2245
C 3.741314 2.003079 -2.297061 0.04 0.01 -0.02 -1.1440
C 2.598612 1.653041 -3.259631 -0.01 -0.01 -0.01 -0.1856
C 1.311727 2.367456 -2.855348 0.00 0.03 0.01 -1.5761
C -2.042796 1.971285 -1.761099 -0.13 0.07 -0.04 0.4193
C -3.444912 1.385387 -1.551367 0.00 -0.02 -0.05 -0.1006
C -4.468532 2.518301 -1.373021 -0.01 0.01 0.01 -0.6440
C -4.084580 3.768457 -2.180435 0.00 0.01 0.01 -0.7973
C -3.332524 3.373298 -3.446018 0.00 -0.04 -0.01 -0.9612
C -1.972121 2.751827 -3.087545 -0.02 0.05 0.01 -0.7712
H -0.113943 -1.015456 -5.700911 -0.01 0.00 0.00 0.2861
H -0.128133 -2.754787 -5.863616 0.00 -0.01 0.00 0.5825
H -1.711940 -2.873744 -3.891899 0.03 0.00 -0.01 0.2978
H -2.390030 -2.007307 -5.249560 -0.01 0.00 0.00 0.5687
H -2.567333 -0.951102 -2.843937 -0.03 -0.02 0.03 0.0492
H -2.247589 0.085943 -4.193177 0.03 0.00 -0.03 0.4677
H -0.005869 0.391056 -3.698159 0.01 0.01 0.04 1.0802
H -0.140874 -2.205855 -2.170259 -0.01 -0.01 0.00 0.2356
H 1.283517 -1.186427 -2.121308 0.04 0.05 -0.01 -0.6215
H 1.162935 -3.091031 -3.923992 -0.01 0.00 0.01 0.5396
H 1.770283 -1.523392 -4.416743 0.00 0.00 0.00 0.2504
H 0.426419 2.775734 -0.933107 -0.02 0.00 -0.02 0.4566
H 2.206978 0.324560 -0.858060 -0.01 -0.05 -0.01 -0.5862
H 1.706143 1.374961 0.435056 -0.01 0.01 -0.01 -0.5677
H 4.000192 1.968940 -0.142978 0.03 -0.01 0.04 0.3203
H 2.972086 3.268370 -0.705008 -0.02 -0.01 -0.01 0.4570
H 4.487601 1.203847 -2.305492 -0.01 -0.01 0.00 0.3894
H 4.249246 2.904814 -2.648105 0.01 0.00 0.02 0.3831
H 2.423873 0.571972 -3.260373 0.00 0.01 0.03 -0.3941
H 2.874441 1.917054 -4.282715 -0.01 0.00 -0.01 0.6337
H 0.555526 2.240356 -3.627386 0.00 0.02 0.00 0.4679
H 1.504655 3.444460 -2.818040 0.03 0.00 0.02 0.5274
H -1.895848 2.678927 -0.936837 0.00 -0.01 -0.02 0.7236
H -3.456392 0.728157 -0.678903 0.00 0.01 0.00 -0.8420
H -3.722421 0.775877 -2.414062 -0.01 0.02 0.00 0.6921
H -4.544438 2.773394 -0.314952 0.00 0.01 -0.03 -0.0088
H -5.453176 2.164836 -1.690060 -0.01 -0.02 0.00 0.5086
H -3.446684 4.420696 -1.576137 0.01 0.00 0.00 0.2824
H -4.975773 4.350477 -2.420174 -0.01 0.00 0.00 0.5450
H -3.185422 4.231330 -4.104486 0.01 0.01 0.00 0.5690
H -3.935643 2.653337 -4.009523 0.00 -0.01 0.01 0.3087
H -1.227564 3.545715 -2.993243 -0.01 0.01 0.02 0.3483
H -1.635879 2.115252 -3.909649 -0.01 -0.01 -0.01 0.0603
F -3.446059 5.301877 2.732296 -0.01 0.02 0.00 -0.3967
C -2.869525 4.144679 2.312159 -0.01 0.05 0.02 0.2312
C -3.636801 3.004123 2.231656 0.08 -0.06 -0.01 -0.8171
C -3.025357 1.828975 1.797899 -0.10 -0.07 -0.03 0.0643
C -1.675388 1.740214 1.437954 0.04 0.01 0.06 0.7156
C -0.957213 2.942249 1.567724 0.05 0.02 0.03 0.9237
C -1.528511 4.139439 1.992932 -0.01 -0.09 -0.03 -0.9162
H -4.682430 3.039011 2.510832 -0.01 0.00 0.00 0.5299
H -3.651679 0.938933 1.745916 0.01 0.00 0.01 0.0878
H 0.109502 2.956585 1.354216 -0.01 -0.01 0.00 0.1986
H -0.948785 5.048282 2.092098 0.01 0.01 0.00 0.5214



# 2
126
Properties=species:S:1:pos:R:3:forces:R:3:mulliken_charge:R:1 method="wB97M-V/def2-TZVPD" de_lowest_kcal_mol=8.2 total_charge=+1 fmax_ev_per_a=0.70
Pd -0.100571 -0.015468 0.184575 -0.62 0.20 0.26 0.9518
C -3.014117 0.574166 3.558080 -0.02 -0.01 -0.01 -2.3215
C -3.295529 2.028777 3.203727 0.04 0.01 -0.01 1.6611
C -4.332337 2.111429 2.085900 -0.01 -0.01 -0.03 -1.5131
C -3.793049 2.720976 4.476608 -0.04 -0.02 -0.01 -1.7940
N -2.080916 2.789973 2.730132 0.03 0.01 0.12 0.9744
C -2.148521 4.164259 2.618968 0.00 0.01 0.00 -0.3432
C -0.913417 4.609435 2.316542 -0.01 0.02 -0.01 -1.7171
N -0.083832 3.520450 2.226745 0.06 0.13 0.15 0.3224
B 1.467482 3.712786 2.108158 -0.01 0.10 0.13 0.5567
N 2.155143 2.759054 3.099068 -0.17 0.07 0.10 0.1540
C 1.607423 2.657155 4.367488 0.03 -0.17 0.07 -1.4371
C 2.235878 1.661328 5.009139 -0.04 0.05 -0.05 -0.3968
N 3.196987 1.148670 4.150365 -0.12 -0.07 0.14 0.6313
C 3.195269 1.887068 3.003239 0.14 -0.02 -0.16 0.5859
S 4.352108 1.896684 1.762102 0.05 0.08 -0.04 -0.5441
C 4.047188 -0.005928 4.580350 0.06 0.03 -0.03 1.2094
C 4.708899 -0.724535 3.409199 0.00 -0.10 0.04 -1.7639
C 5.112359 0.525482 5.538040 0.03 0.00 -0.04 -1.6849
C 3.133379 -1.020753 5.284513 0.02 0.08 0.00 -1.6824
N 1.927569 3.618770 0.627594 0.12 -0.25 -0.02 0.2051
C 3.062518 4.282317 0.259889 -0.05 0.10 -0.03 -1.5317
C 3.263728 4.075060 -1.057374 -0.05 0.07 -0.02 -0.1560
N 2.250799 3.260123 -1.508322 0.03 -0.17 0.01 0.6960
C 1.447955 2.967269 -0.447398 -0.11 0.16 -0.15 -0.1605
S -0.116518 2.189397 -0.582133 0.17 -0.12 -0.10 -0.2414
C 2.037649 2.967088 -2.972916 0.00 0.06 0.06 1.4255
C 0.832228 3.772805 -3.458054 0.00 0.00 0.01 -1.5230
C 3.272475 3.419858 -3.750133 -0.01 -0.02 -0.03 -2.3885
C 1.858499 1.473234 -3.215926 -0.02 -0.05 0.04 -1.0392
C -0.805030 2.417666 2.457805 -0.12 -0.04 -0.35 -0.6336
S -0.218200 0.779337 2.395422 0.33 -0.40 -0.09 0.1229
H -3.933135 0.175266 3.989286 0.00 0.00 0.01 0.6308
H -2.223773 0.474632 4.301424 0.00 -0.01 -0.01 0.4452
H -2.746502 -0.035940 2.702716 -0.02 -0.01 -0.01 0.3292
H -5.164457 1.442985 2.307811 -0.01 0.02 0.02 0.4842
H -3.888420 1.810987 1.136443 -0.01 -0.07 -0.05 0.2106
H -4.731496 3.120556 1.974784 0.03 0.01 -0.02 0.3964
H -4.663868 2.180383 4.846304 0.00 0.00 0.00 0.4601
H -4.096437 3.752633 4.310672 -0.01 0.00 0.00 0.4325
H -3.026221 2.701276 5.251707 0.01 0.00 -0.01 0.3720
H -3.058066 4.708760 2.782506 0.00 0.01 0.00 0.5850
H -0.544991 5.609914 2.181790 0.00 0.00 -0.02 0.6611
H 1.653576 4.851628 2.453929 0.06 0.03 -0.10 -0.2401
H 0.801251 3.289492 4.695566 0.02 0.00 0.03 0.7070
H 2.082443 1.277160 5.998204 0.00 -0.02 0.03 0.6329
H 5.406555 -0.091903 2.872984 0.00 -0.06 0.06 0.4120
H 3.964952 -1.101256 2.704180 0.00 0.02 -0.01 0.2332
H 5.246953 -1.576915 3.825796 -0.01 -0.04 0.00 0.6127
H 5.819241 1.163587 5.006590 -0.02 0.02 -0.01 0.3493
H 5.660076 -0.307995 5.978988 0.02 0.00 -0.01 0.4378
H 4.663988 1.103653 6.347163 -0.02 -0.02 0.01 0.3557
H 2.239290 -1.215270 4.690185 -0.01 -0.01 -0.01 0.3293
H 2.832084 -0.697727 6.280516 -0.03 0.03 0.00 0.4324
H 3.675190 -1.957962 5.403053 0.02 0.01 0.01 0.4762
H 3.641943 4.841172 0.971036 0.00 -0.02 -0.01 0.6307
H 4.046593 4.438348 -1.690981 0.02 -0.01 0.00 0.6081
H 1.023947 4.842418 -3.362065 -0.01 0.00 0.02 0.3899
H -0.070150 3.527596 -2.901033 -0.01 -0.03 0.00 0.1929
H 0.658700 3.552581 -4.512122 0.00 0.02 -0.01 0.4852
H 3.424151 4.497345 -3.699230 0.00 0.00 -0.01 0.5617
H 3.113737 3.164394 -4.797087 0.00 0.00 0.00 0.4413
H 4.174630 2.906927 -3.415161 0.00 0.00 0.01 0.4657
H 0.978897 1.081789 -2.714608 -0.03 -0.03 0.02 -0.4209
H 2.732425 0.916199 -2.876063 0.02 -0.02 0.03 0.3695
H 1.743830 1.315799 -4.290082 0.02 0.00 0.00 0.7288
C -3.606604 -3.937185 -4.219334 -0.02 -0.01 0.01 -1.3478
C -2.387887 -3.537301 -5.001707 0.05 -0.04 0.03 0.5544
C -2.140049 -4.045486 -6.270733 0.00 -0.02 -0.01 -0.7358
C -1.007244 -3.689509 -6.987267 -0.02 0.00 0.01 -0.7404
C -0.105559 -2.789920 -6.443150 0.02 0.02 0.01 -0.9952
C -0.337664 -2.250380 -5.186600 -0.02 0.03 -0.05 -0.1225
C -1.463923 -2.634723 -4.468890 -0.02 -0.16 0.06 -0.0321
N -1.752327 -2.102755 -3.176634 0.01 0.32 0.03 0.3683
C -0.837834 -1.601816 -2.298891 0.00 -0.22 -0.05 -1.8483
N 0.334261 -2.259299 -2.246386 0.00 0.04 0.10 1.1161
C 1.498057 -1.808124 -1.617029 0.03 0.10 -0.07 0.1552
C 1.521344 -0.775791 -0.706926 -0.04 0.24 0.34 0.8652
C 2.650016 -0.321948 -0.079988 0.05 -0.01 -0.16 0.4032
C 3.858142 -0.920661 -0.413317 0.01 -0.01 -0.01 -1.0161
C 3.876633 -1.966920 -1.323195 0.00 0.00 0.02 -0.9723
C 2.718068 -2.426589 -1.933498 -0.05 0.03 -0.05 1.5843
C 2.746074 -3.576356 -2.904221 0.03 0.00 -0.03 -1.7652
N -1.104603 -0.581771 -1.527387 0.15 -0.11 -0.20 1.7929
C -2.291879 0.168676 -1.807453 0.08 -0.02 0.09 -1.2753
C -2.239143 1.162519 -2.780886 0.00 -0.01 -0.02 -0.2571
C -3.377134 1.880828 -3.103752 0.00 0.01 0.00 -0.9980
C -4.568845 1.599871 -2.450311 0.01 0.01 0.00 -0.9166
C -4.615678 0.604949 -1.485712 0.01 0.01 0.05 -0.5854
C -3.483549 -0.129382 -1.138536 -0.01 0.06 -0.03 0.6358
C -3.553762 -1.226410 -0.115383 0.02 -0.02 0.05 -0.4946
H -4.137714 -4.742636 -4.721759 0.00 0.00 0.00 0.4237
H -4.308683 -3.104067 -4.112573 0.01 0.00 0.00 0.3127
H -3.340978 -4.276206 -3.215976 0.00 -0.01 0.00 0.2459
H -2.846272 -4.747480 -6.696236 0.00 0.00 0.00 0.4088
H -0.833361 -4.110373 -7.968037 0.00 0.00 0.00 0.4074
H 0.773880 -2.492011 -6.998268 0.00 0.00 0.00 0.4443
H 0.348998 -1.517484 -4.781132 -0.01 0.01 0.03 0.7214
H -2.691660 -1.753822 -3.052010 0.01 0.06 0.00 0.6148
H 0.411699 -3.069822 -2.839889 0.01 -0.03 0.03 0.3939
H 2.632785 0.483471 0.645137 0.06 0.01 0.00 -0.7265
H 4.764731 -0.566365 0.060665 -0.03 0.02 0.02 0.4899
H 4.814561 -2.451628 -1.563424 0.00 0.00 -0.01 0.3921
H 3.763163 -3.940907 -3.028501 0.00 0.00 0.01 0.4592
H 2.380031 -3.286527 -3.893279 -0.01 0.00 0.01 0.3013
H 2.141336 -4.416924 -2.552426 0.00 -0.01 0.00 0.3688
H -1.298198 1.351481 -3.282522 -0.02 0.00 0.00 0.4928
H -3.335065 2.650578 -3.862489 0.00 0.00 0.00 0.5081
H -5.466169 2.151800 -2.696420 0.00 0.00 0.00 0.4270
H -5.552891 0.382764 -0.989914 0.00 0.00 0.01 0.4935
H -4.550271 -1.283261 0.319300 0.00 0.00 0.01 0.5090
H -2.834486 -1.070529 0.690449 0.00 0.00 0.01 -0.5612
H -3.322191 -2.200156 -0.552024 0.02 -0.04 0.00 0.2397
Br -3.341471 -6.775729 3.796539 0.00 0.00 0.00 -0.1665
C -2.582955 -5.754859 2.403370 0.01 0.03 0.01 -0.0609
C -2.659495 -6.216790 1.095748 -0.01 -0.02 -0.01 -0.2940
N -2.142028 -5.549803 0.068797 -0.01 -0.02 0.03 -0.5666
C -1.532643 -4.396836 0.328439 0.04 0.05 -0.05 -0.6077
C -1.420707 -3.849867 1.599447 0.01 -0.04 0.07 0.4869
C -1.958060 -4.552296 2.669632 -0.02 0.00 -0.03 -0.7049
C -0.765017 -2.514119 1.844601 0.18 0.14 0.02 -0.1928
O -0.743710 -2.029035 2.959936 -0.05 -0.03 -0.03 -0.6894
O -0.258696 -1.992868 0.762001 -0.23 0.03 -0.17 0.1771
H -3.153572 -7.155843 0.877021 0.00 0.00 0.00 0.4067
H -1.101038 -3.872238 -0.514533 -0.01 0.02 -0.02 1.0008
H -1.883201 -4.150577 3.670929 0.01 0.00 0.00 0.6492